Record 1
13
Properties=species:S:1:pos:R:3:forces:R:3 method="wB97M-V/def2-TZVPD" total_energy_ha=-357.707429 spin_multiplicity=1 smiles=C#Cc1nc(N)c[nH]1 e_lumo_ev=0.86 e_above_lowest_kcal_mol=40.9
C -1.178 2.025 -2.464 2.291 -2.534 3.998
C -0.551 1.388 -1.566 -3.507 2.798 -4.292
C -0.147 0.460 -0.576 1.312 -0.876 2.004
N -0.009 0.642 0.734 0.481 -1.020 1.141
C 0.386 -0.602 1.227 0.221 -1.021 0.981
N 0.704 -0.863 2.587 0.066 0.827 -1.529
C 0.519 -1.595 0.259 -1.172 2.459 -0.918
N 0.188 -0.811 -0.837 -0.652 -1.113 -3.907
H -1.891 2.571 -3.078 0.822 -0.323 0.275
H 0.632 0.009 3.056 -0.238 0.333 1.098
H 0.248 -1.657 3.005 -0.218 0.230 0.091
H 0.540 -2.688 0.172 0.388 0.843 0.351
H 0.116 -1.064 -1.825 0.206 -0.602 0.707

***

Record 2
13
Properties=species:S:1:pos:R:3:forces:R:3 method="wB97M-V/def2-TZVPD" total_energy_ha=-357.636794 spin_multiplicity=1 smiles="NN=C=C1C=CC=N1" e_lumo_ev=0.00 e_above_lowest_kcal_mol=85.2
N 3.369 0.584 -0.007 -3.149 2.047 1.699
N 2.030 0.273 0.274 4.740 0.344 1.148
C 1.044 -0.347 0.206 -0.198 0.813 -0.918
C -0.264 -0.469 0.000 -2.997 0.036 -0.219
C -1.151 0.725 0.080 1.332 -0.151 1.565
C -2.437 0.218 -0.016 0.959 1.175 -0.038
C -2.263 -1.195 -0.314 2.231 2.356 0.747
N -1.006 -1.623 -0.265 -0.405 1.050 0.205
H 3.896 1.026 0.765 -0.867 -0.918 -0.624
H 3.794 -0.076 -0.563 1.065 -1.597 -1.241
H -0.725 1.712 0.516 -1.159 -1.676 -1.163
H -3.319 0.899 0.127 0.728 -1.327 -0.381
H -2.969 -1.728 -0.804 -2.279 -2.153 -0.780

***

Record 3
13
Properties=species:S:1:pos:R:3:forces:R:3 method="wB97M-V/def2-TZVPD" total_energy_ha=-357.592811 spin_multiplicity=1 smiles="N#CC1=NN[C@@H]2C[C@H]12" e_lumo_ev=0.29 e_above_lowest_kcal_mol=112.8
N -3.625 0.108 0.156 5.601 -1.962 -1.067
C -2.489 -0.232 -0.077 -7.046 3.040 0.406
C -1.126 -0.356 -0.353 2.967 0.113 1.264
N -0.634 -1.462 -0.004 2.973 -1.926 1.358
N 0.830 -1.345 0.107 -2.734 -3.918 0.956
C 1.403 -0.133 -0.288 0.354 -1.676 -4.106
C 0.946 0.917 0.507 0.078 9.043 4.032
C 0.005 0.643 -0.470 -3.277 -2.035 -4.554
H 1.025 -1.917 0.962 0.405 0.996 -1.258
H 2.207 -0.269 -1.141 -1.598 0.976 2.022
H 0.685 0.752 1.506 -0.200 -0.785 1.435
H 0.945 2.204 0.514 1.723 -3.569 -0.326
H -0.171 1.092 -1.420 0.753 1.705 -0.163

***

Record 4
13
Properties=species:S:1:pos:R:3:forces:R:3 method="wB97M-V/def2-TZVPD" total_energy_ha=-357.758815 spin_multiplicity=1 smiles="N#CC1=CN=CNC1" e_lumo_ev=0.11 e_above_lowest_kcal_mol=8.7
N 0.606 0.808 -3.327 -0.203 -0.267 0.600
C 0.330 0.596 -2.224 0.352 0.435 -0.626
C 0.046 0.387 -0.848 0.179 -0.274 0.642
C -0.959 1.041 -0.233 0.106 -0.159 -1.977
N -1.452 0.753 0.997 0.478 -1.310 1.644
C -0.800 -0.211 1.605 -0.871 1.143 0.582
N 0.388 -0.742 1.253 -0.372 -1.829 1.071
C 0.951 -0.552 -0.058 0.571 1.933 -0.642
H -1.519 1.724 -0.863 -0.134 0.211 0.337
H -1.212 -0.602 2.554 0.237 0.260 -0.603
H 0.591 -1.657 1.724 -0.108 1.486 -0.670
H 1.952 -0.069 -0.032 -0.338 -0.368 0.358
H 1.077 -1.476 -0.548 0.104 -1.260 -0.716

***

Record 5
13
Properties=species:S:1:pos:R:3:forces:R:3 method="wB97M-V/def2-TZVPD" total_energy_ha=-357.633713 spin_multiplicity=1 smiles="C1=C[C@@H]2C=NN=C2N1" e_lumo_ev=0.52 e_above_lowest_kcal_mol=87.2
C 1.047 1.461 0.532 -2.917 -3.660 -2.846
C 1.288 0.374 -0.352 2.971 3.317 1.593
C 0.283 -0.640 -0.058 -1.758 1.062 -4.728
C -0.458 -1.647 -0.932 -2.754 1.487 -0.348
N -1.710 -1.438 -0.681 -1.240 -2.423 -1.333
N -2.082 -0.392 0.104 2.734 1.980 1.129
C -0.896 0.135 0.432 -0.975 -2.776 -0.602
N -0.401 1.203 0.977 0.625 7.035 3.184
H 1.493 2.442 0.653 -0.082 -0.316 0.157
H 2.243 0.286 -1.002 -1.839 -0.023 1.449
H 0.606 -1.379 0.528 1.740 -2.506 3.701
H -0.419 -2.490 -1.623 1.532 0.224 0.406
H -0.996 2.084 1.420 1.964 -3.399 -1.761

***

Record 6
13
Properties=species:S:1:pos:R:3:forces:R:3 method="wB97M-V/def2-TZVPD" total_energy_ha=-357.645419 spin_multiplicity=1 e_lumo_ev=0.41 e_above_lowest_kcal_mol=79.8
C -0.967 -1.419 0.581 -2.211 -7.387 -4.200
C -0.677 -0.086 0.788 -1.123 1.269 6.053
C -0.673 1.048 -0.193 -2.353 -5.098 -3.610
C 0.773 0.790 -0.328 1.286 -1.646 -0.451
C 1.088 -0.216 -1.388 4.186 -4.888 -2.673
H -1.155 0.147 1.843 0.555 -0.038 -1.863
H -1.428 0.902 -1.053 1.720 -0.546 0.537
H -1.002 1.943 0.011 -0.992 4.811 2.632
H 1.330 1.709 -0.306 1.004 -0.116 -0.240
H 1.383 -0.998 0.832 -2.260 2.269 0.195
N -1.056 -2.538 0.172 0.195 4.387 2.176
N 0.766 -0.090 0.940 3.424 1.094 -1.126
N 1.618 -1.193 -1.898 -3.432 5.888 2.570

***

Record 7
15
Properties=species:S:1:pos:R:3:forces:R:3 method="wB97M-V/def2-TZVPD" total_energy_ha=-831.030656 s_squared=2.0169 spin_multiplicity=3 e_lumo_ev="0.41 / -2.34" e_above_lowest_kcal_mol=0.0
C -0.300 -1.710 -1.012 1.876 -0.865 -0.977
C -0.193 0.451 1.690 -2.079 1.977 1.139
C 2.012 1.301 -1.408 0.694 -1.805 1.027
C -1.626 0.913 1.340 2.547 -0.293 -3.146
C -0.485 -1.010 0.046 -0.569 1.807 1.087
N -0.200 -2.222 -2.133 -0.729 -2.490 -0.210
N 0.422 -0.375 0.991 -0.795 -2.011 -1.069
N 2.542 0.388 -0.795 0.897 4.458 -5.739
O 1.584 2.141 -2.094 0.065 0.076 0.108
S -2.265 -0.340 0.225 0.522 0.293 0.547
H 0.204 0.941 2.571 0.670 0.040 -0.181
H -2.230 1.039 2.161 -1.294 0.825 1.830
H -1.441 1.832 0.651 -0.626 -0.999 1.542
H -0.353 -3.264 -2.193 0.339 1.675 -0.425
H 2.328 -0.086 -0.040 -1.518 -2.687 4.466

***

Record 8
14
Properties=species:S:1:pos:R:3:forces:R:3 method="wB97M-V/def2-TZVPD" total_energy_ha=-755.697709 spin_multiplicity=1 e_lumo_ev="-2.14 / -1.72" e_above_lowest_kcal_mol=158.3
C 1.059 1.920 2.333 0.914 -0.197 -0.032
C 0.950 0.816 1.584 -1.542 -2.101 -0.900
C 0.105 -1.008 -1.705 -0.651 0.083 -0.281
C -0.448 0.557 1.287 -0.271 0.945 -1.265
C 0.212 -2.037 -2.822 2.419 -1.557 0.697
N -0.157 2.485 2.472 -0.820 0.567 -0.055
N -1.200 -0.217 0.514 0.704 1.794 1.671
N -1.064 1.685 1.863 2.562 -0.156 0.846
S -0.638 -1.488 -0.329 0.514 -1.713 -1.725
H 2.047 2.247 2.672 -0.973 0.633 0.362
H 0.155 -1.647 -3.838 -0.268 0.513 0.284
H 1.284 -2.523 -2.838 -1.594 1.120 0.329
H -0.409 -2.939 -2.758 -0.307 0.259 0.140
H -1.896 2.147 1.565 -0.687 -0.191 -0.072

***

Record 9
15
Properties=species:S:1:pos:R:3:forces:R:3 method="wB97M-V/def2-TZVPD" total_energy_ha=-1154.129766 spin_multiplicity=1 smiles="Cc1csc2n[nH]c(=S)n12" e_lumo_ev=0.50 e_above_lowest_kcal_mol=0.0
C -1.179 -0.222 -0.200 -2.153 -2.193 0.830
C 0.266 -0.588 -0.058 -0.633 -1.625 0.466
C 0.793 -1.843 -0.086 -0.329 -1.054 -0.061
S 2.561 -1.852 -0.146 -0.087 -1.466 0.245
C 2.589 -0.195 0.066 1.518 3.674 -0.483
N 3.534 0.797 0.056 -2.247 -3.350 0.712
N 2.759 1.912 0.222 0.112 -1.393 -0.804
C 1.428 1.692 0.090 -0.500 1.645 0.775
S 0.257 2.870 0.079 -0.154 0.101 -0.087
N 1.288 0.325 0.083 2.137 0.915 -0.273
H -1.472 -0.315 -1.246 -0.037 -0.669 -0.041
H -1.465 0.769 -0.047 0.437 1.807 0.795
H -1.975 -0.814 0.497 2.296 0.883 -1.737
H 0.323 -2.884 -0.042 0.395 2.058 -0.294
H 3.311 2.747 0.235 -0.756 0.667 -0.042

***

Record 10
15
Properties=species:S:1:pos:R:3:forces:R:3 method="wB97M-V/def2-TZVPD" total_energy_ha=-467.215456 spin_multiplicity=1 e_lumo_ev=0.20 e_above_lowest_kcal_mol=92.2
C -1.189 0.482 -0.056 0.107 1.514 -1.503
C -1.385 -1.774 -0.082 -2.511 0.192 -1.022
C 0.654 -0.950 -0.185 -6.903 -0.619 0.736
C 2.221 0.517 0.011 1.871 3.042 -0.409
C 0.223 0.334 -0.299 -4.282 1.698 -0.817
H -2.763 2.181 0.368 4.432 -2.805 -1.286
H -1.121 2.628 -0.045 0.788 -0.969 -0.080
H -1.988 -2.663 -0.318 -0.219 0.499 0.766
H 2.809 -1.456 0.612 -4.527 1.754 -2.982
H 3.268 1.023 0.356 -2.558 -2.006 -1.283
N -1.649 1.772 0.072 -4.984 2.137 1.402
N -2.000 -0.575 -0.095 0.138 0.574 0.550
N -0.142 -1.995 0.008 2.763 -2.060 -0.482
N 1.868 -0.812 -0.028 14.818 -1.723 4.763
N 1.194 1.291 -0.317 1.067 -1.229 1.648